# 1
C45H44AsHfN5O4S3 as an isolated structure at a distorted geometry, computed with wB97M-V/def2-TZVPD.

LUMO energy: -0.177 eV
frontier orbital gap: 6.948 eV
net charge: 0
molecular weight: 1068.491 g mol⁻¹
HOMO: -7.124 eV

CARTESIAN COORDINATES (ANGSTROEM)
Hf1 -0.8841 -0.1308 0.0090
O1 -1.5320 -1.1600 6.4705
C1 -0.7782 -1.5668 5.4288
O2 0.2830 -2.0815 5.6032
C2 -1.4169 -1.4031 4.0962
C3 -2.7410 -1.6772 3.7724
N1 -2.8695 -1.5081 2.4497
N2 -1.7176 -1.1259 1.8983
C4 -0.8091 -1.0613 2.8676
C5 0.5812 -0.5691 2.4975
O3 1.3923 -0.3017 3.3521
O4 0.7525 -0.4577 1.2213
H1 -2.3269 -0.6783 6.2084
H2 -3.5577 -2.0092 4.3881
H3 -3.6837 -1.6216 1.8502
S1 -0.7196 1.8830 1.8781
C6 -0.2484 2.8263 0.5733
N3 0.4343 3.9440 0.7981
C7 0.6023 4.9201 -0.2520
C8 -0.5964 4.7947 -1.1785
N4 -0.5545 3.4839 -1.7801
C9 -1.2581 3.3391 -3.0506
C10 -2.7100 3.7432 -3.1937
C11 -3.2445 4.9693 -2.8150
C12 -4.5734 5.2693 -3.0667
C13 -5.3801 4.3786 -3.7501
C14 -4.8433 3.1757 -4.1738
C15 -3.5295 2.8622 -3.8913
C16 -0.6745 2.3995 -0.8452
S2 -2.4413 1.8128 -0.5797
C17 1.0107 4.2648 2.0985
C18 2.4738 3.8984 2.1401
C19 2.8492 2.5852 2.3989
C20 4.1818 2.2169 2.3467
C21 5.1552 3.1626 2.0722
C22 4.7938 4.4832 1.8604
C23 3.4570 4.8448 1.8793
H4 1.5328 4.7558 -0.8099
H5 0.6367 5.9185 0.1916
H6 -0.5300 5.5365 -1.9744
H7 -1.5158 4.9572 -0.5921
H8 -1.1962 2.2793 -3.3031
H9 -0.6800 3.9051 -3.7985
H10 -2.6432 5.7132 -2.3182
H11 -4.9726 6.2203 -2.7424
H12 -6.4118 4.6267 -3.9597
H13 -5.4478 2.4807 -4.7355
H14 -3.1326 1.9125 -4.2198
H15 0.4642 3.6980 2.8534
H16 0.8687 5.3329 2.2780
H17 2.1068 1.8418 2.6475
H18 4.4466 1.1854 2.5252
H19 6.1955 2.8733 2.0348
H20 5.5552 5.2285 1.6754
H21 3.1785 5.8732 1.6938
S3 -2.9792 -1.4966 -0.8356
C24 -2.8043 -3.2485 -0.8050
C25 -3.9409 -4.0431 -0.9886
C26 -3.8467 -5.4191 -1.0171
C27 -2.6161 -6.0434 -0.8663
C28 -1.4906 -5.2694 -0.6596
C29 -1.5662 -3.8811 -0.6222
As1 0.0083 -2.7898 -0.2617
C30 0.4528 -3.5024 1.5021
C31 -0.4513 -4.2179 2.2777
C32 -0.1023 -4.6429 3.5488
C33 1.1457 -4.3432 4.0655
C34 2.0488 -3.6164 3.3075
C35 1.7048 -3.2008 2.0352
C36 1.2589 -3.9053 -1.3343
C37 2.2381 -4.7366 -0.8029
C38 3.0719 -5.4604 -1.6380
C39 2.9399 -5.3638 -3.0119
C40 1.9658 -4.5405 -3.5549
C41 1.1338 -3.8158 -2.7211
H22 -4.8958 -3.5555 -1.1154
H23 -4.7371 -6.0168 -1.1522
H24 -2.5366 -7.1199 -0.9120
H25 -0.5199 -5.7325 -0.5166
H26 -1.4355 -4.4479 1.8792
H27 -0.8174 -5.1991 4.1394
H28 1.4126 -4.6723 5.0566
H29 3.0105 -3.3552 3.7193
H30 2.4109 -2.6275 1.4414
H31 2.3373 -4.8273 0.2712
H32 3.8229 -6.1046 -1.2082
H33 3.5937 -5.9279 -3.6593
H34 1.8554 -4.4640 -4.6279
H35 0.3547 -3.1831 -3.1440
C42 1.5018 1.7679 -3.1544
C43 1.3583 1.1165 -1.7677
C44 2.3650 1.7232 -0.7801
C45 1.6868 -0.3815 -1.9174
N5 -0.0224 1.1675 -1.2542
H36 2.5138 1.6222 -3.5272
H37 1.2991 2.8307 -3.1004
H38 0.7962 1.3151 -3.8478
H39 3.3808 1.4309 -1.0315
H40 2.1345 1.3587 0.2198
H41 2.3165 2.8072 -0.7946
H42 2.5967 -0.5113 -2.4980
H43 0.8669 -0.8966 -2.4339
H44 1.8447 -0.8220 -0.9294

***

# 2
C45H47ClInN5OPSi2 as an isolated structure, computed with wB97M-V/def2-TZVPD.

LUMO energy: -2.887 eV
frontier orbital gap: 7.036 eV
net charge: +1
molecular weight: 911.322 g mol⁻¹
HOMO: -9.922 eV

CARTESIAN COORDINATES (ANGSTROEM)
In1 -0.1842 -0.3781 -0.1227
Cl1 -5.1665 5.3512 0.0950
C1 -3.8876 4.2067 -0.1575
C2 -2.9509 4.4308 -1.1815
C3 -1.9336 3.5444 -1.3987
C4 -1.7890 2.3709 -0.6136
O1 -0.7916 1.5870 -0.8299
C5 -2.7440 2.1573 0.4176
C6 -2.7496 1.0187 1.2724
N1 -1.9712 -0.0197 1.2500
C7 -2.2700 -1.0626 2.1464
C8 -3.5424 -1.4992 2.4111
C9 -3.7745 -2.5079 3.3689
C10 -2.7359 -3.0685 4.0573
C11 -1.4079 -2.6608 3.7840
C12 -0.2802 -3.1862 4.4544
C13 0.9670 -2.7496 4.1130
C14 1.0957 -1.8248 3.0585
N2 0.0789 -1.3176 2.4087
C15 -1.1706 -1.6845 2.7942
C16 -3.7808 3.0972 0.6278
H1 -3.0407 5.3184 -1.7924
H2 -1.1978 3.7263 -2.1691
H3 -3.5294 1.0318 2.0398
H4 -4.3783 -1.0726 1.8734
H5 -4.7891 -2.8280 3.5581
H6 -2.9100 -3.8277 4.8076
H7 -0.4214 -3.9274 5.2302
H8 1.8522 -3.1150 4.6123
H9 2.0838 -1.5057 2.7459
H10 -4.5001 2.9256 1.4175
N3 2.9522 0.9830 0.5699
P1 1.4493 1.6763 1.0223
C17 1.6981 2.1896 2.7518
C18 0.8018 1.7565 3.7219
C19 0.9726 2.1296 5.0487
C20 2.0461 2.9274 5.4079
C21 2.9420 3.3711 4.4416
C22 2.7634 3.0136 3.1174
C23 1.5028 3.2690 0.1597
C24 0.6819 4.2860 0.6450
C25 0.6232 5.5048 -0.0064
C26 1.3846 5.7188 -1.1478
C27 2.1998 4.7098 -1.6348
C28 2.2577 3.4836 -0.9870
C29 3.1360 -0.3818 0.5387
C30 4.4093 -0.9244 0.7628
C31 4.5552 -2.2898 0.7998
C32 3.4398 -3.1036 0.6122
C33 2.2375 -2.4923 0.3557
N4 2.0786 -1.1616 0.3026
H11 3.7982 1.5106 0.7535
H12 -0.0340 1.1315 3.4352
H13 0.2673 1.7984 5.7981
H14 2.1827 3.2166 6.4403
H15 3.7681 4.0091 4.7222
H16 3.4406 3.3984 2.3635
H17 0.0894 4.1266 1.5380
H18 -0.0157 6.2879 0.3759
H19 1.3431 6.6725 -1.6547
H20 2.7939 4.8736 -2.5233
H21 2.8828 2.6958 -1.3855
H22 5.2497 -0.2648 0.9289
H23 5.5280 -2.7235 0.9836
H24 3.5117 -4.1797 0.6412
H25 1.3442 -3.0725 0.1795
C34 -2.3840 -1.8594 -4.4609
Si1 -1.8023 -0.6937 -3.1016
C35 -3.2959 -0.5751 -1.9541
C36 -1.3795 0.9507 -3.9005
C37 -0.2941 -1.3865 -2.1354
C38 -0.6866 -2.7042 -1.5852
C39 -0.7731 -3.8907 -2.3249
C40 -1.2168 -5.0440 -1.7169
C41 -1.5770 -5.0171 -0.3730
C42 -1.4413 -3.8277 0.3084
N5 -0.9934 -2.7105 -0.2729
Si2 1.3120 -1.2964 -3.1476
C43 2.5898 -2.5635 -2.5724
C44 1.9842 0.4604 -2.9837
C45 1.1016 -1.6763 -4.9788
H26 -3.3049 -1.4428 -4.8736
H27 -2.6292 -2.8506 -4.0816
H28 -1.6808 -1.9658 -5.2800
H29 -3.8712 0.3288 -2.1564
H30 -3.0306 -0.5712 -0.9001
H31 -3.9537 -1.4300 -2.1177
H32 -2.2960 1.4969 -4.1255
H33 -0.8503 0.8103 -4.8404
H34 -0.7695 1.5678 -3.2481
H35 -0.4998 -3.8863 -3.3699
H36 -1.2910 -5.9630 -2.2817
H37 -1.9417 -5.8986 0.1314
H38 -1.6814 -3.7546 1.3596
H39 3.3693 -2.1113 -1.9613
H40 3.0757 -3.0032 -3.4427
H41 2.1494 -3.3829 -2.0063
H42 1.3938 1.0525 -2.2814
H43 1.9467 0.9810 -3.9405
H44 3.0212 0.4639 -2.6460
H45 0.7282 -2.6871 -5.1418
H46 2.0749 -1.6106 -5.4672
H47 0.4349 -0.9859 -5.4867

***

- Among the records above, which one has the highest frontier orbital gap?
  C45H47ClInN5OPSi2

***

- Which value of molecular weight does entry 2 give?
  911.322 g mol⁻¹

***

- Which of these has the highest frontier orbital gap?
  C45H47ClInN5OPSi2